<w>
Formula: C5H15N2
Source: OMol25
Level of theory: ωB97M-V/def2-TZVPD

Calculated values
Net charge ... +1
LUMO level ... -0.10626 Eh
Multiplicity ... 1
Gap between HOMO and LUMO ... 11.19 eV
HOMO energy ... -14.08 eV

Geometry as XYZ:
```
22
C5H15N2 | OMol25 | ωB97M-V/def2-TZVPD
C 0.43828 0.14938 2.32640
N 0.35203 -1.06656 1.47763
C 1.63084 -1.82584 1.36172
H -0.48115 0.71708 2.22188
H 0.56527 -0.14956 3.36402
H 1.28989 0.74375 2.00938
H 0.06845 -0.80508 0.47401
H -0.35308 -1.68110 1.87105
H 2.32140 -1.19989 0.79848
H 1.44317 -2.73718 0.80457
H 2.04423 -2.00723 2.34928
C -0.82264 2.07127 -2.17857
C -0.80790 1.24039 -0.90123
C -0.81868 -0.83707 -1.96843
N -0.24773 -0.11909 -1.09318
H -1.03621 3.11614 -1.95715
H 0.12276 2.01500 -2.71504
H -1.60945 1.75808 -2.86840
H -1.80924 1.16673 -0.47104
H -0.17826 1.76730 -0.18418
H -1.67229 -0.48454 -2.54590
H -0.43967 -1.83198 -2.17530
```

Löwdin analysis output, partial charges in e:
1 C -0.014
2 N -0.074
3 C -0.004
4 H 0.098
5 H 0.105
6 H 0.106
7 H 0.099
8 H 0.168
9 H 0.106
10 H 0.104
11 H 0.104
12 C -0.089
13 C -0.279
14 C 0.008
15 N -0.068
16 H 0.082
17 H 0.085
18 H 0.070
19 H 0.119
20 H 0.094
21 H 0.095
22 H 0.085

---

<x>
Formula: C5H15N2
Source: OMol25
Level of theory: ωB97M-V/def2-TZVPD

Calculated values
Net charge ... +1
SMILES ... NCCCCC[NH3+]
LUMO level ... -0.11722 Eh
Multiplicity ... 1
Gap between HOMO and LUMO ... 10.65 eV
HOMO energy ... -13.84 eV

Geometry as XYZ:
```
22
C5H15N2 | OMol25 | ωB97M-V/def2-TZVPD
N 0.99563 -1.51107 -0.80679
C 1.65623 -1.10719 0.41215
C 1.84780 0.44263 0.52195
C 0.57706 1.33256 0.20745
C -0.77715 0.89299 0.97464
C -2.11077 0.57437 0.10834
N -1.98889 -0.49785 -0.99618
H 1.40030 -0.91203 -1.51241
H 1.35768 -2.44156 -1.06765
H 2.63067 -1.54839 0.47928
H 1.01622 -1.47650 1.21762
H 2.45661 0.47608 -0.38524
H 2.13367 0.74155 1.51393
H 0.72155 2.33094 0.59538
H 0.35888 1.55101 -0.90512
H -1.13295 1.81772 1.49677
H -0.56571 -0.02338 1.52969
H -2.80106 0.22883 0.86463
H -2.55630 1.33091 -0.48364
H -0.93192 -0.37826 -1.07344
H -2.29078 -0.32668 -1.94428
H -1.99677 -1.49670 -0.74708
```

Löwdin analysis output, partial charges in e:
1 N -0.013
2 C -0.300
3 C -0.150
4 C -0.180
5 C -0.120
6 C -0.105
7 N 0.164
8 H 0.070
9 H 0.103
10 H 0.108
11 H 0.099
12 H 0.107
13 H 0.114
14 H 0.088
15 H 0.126
16 H 0.126
17 H 0.097
18 H 0.115
19 H 0.109
20 H 0.114
21 H 0.158
22 H 0.168

---

<y>
Formula: C5H15N2
Source: OMol25
Level of theory: ωB97M-V/def2-TZVPD

Calculated values
Net charge ... +1
SMILES ... CC[NH2+]CCNC
LUMO level ... -0.10541 Eh
Multiplicity ... 1
Gap between HOMO and LUMO ... 10.73 eV
HOMO energy ... -13.60 eV

Geometry as XYZ:
```
22
C5H15N2 | OMol25 | ωB97M-V/def2-TZVPD
C 3.01897 0.83573 -0.01656
C 2.09398 -0.35379 -0.28355
N 0.65038 -0.00708 -0.17871
C -0.26886 -1.15233 0.17339
C -1.59223 -0.95100 -0.55805
N -1.96765 0.45633 -0.49839
C -2.50016 0.87610 0.81436
H 2.59545 1.81407 -0.22127
H 3.94149 0.74876 -0.58902
H 3.32049 0.87244 1.03544
H 2.32700 -1.13106 0.43510
H 2.24457 -0.69145 -1.30922
H 0.42912 0.73657 0.49463
H 0.28265 0.42188 -1.04339
H 0.23773 -2.08356 -0.07442
H -0.40428 -1.11528 1.25948
H -2.34639 -1.64106 -0.16554
H -1.43379 -1.21000 -1.60620
H -2.70258 0.59947 -1.17653
H -3.02480 0.06642 1.34746
H -3.19271 1.70390 0.67139
H -1.70838 1.20494 1.48960
```

Löwdin analysis output, partial charges in e:
1 C -0.059
2 C -0.169
3 N 0.024
4 C -0.110
5 C -0.217
6 N -0.131
7 C -0.097
8 H 0.081
9 H 0.089
10 H 0.087
11 H 0.129
12 H 0.137
13 H 0.169
14 H 0.174
15 H 0.133
16 H 0.137
17 H 0.130
18 H 0.129
19 H 0.113
20 H 0.092
21 H 0.091
22 H 0.070

---

Going by the computed energies, the most stable comes first: <y>, <w>, <x>.

---

<w>
Formula: C4H11IN3
Source: OMol25
Level of theory: ωB97M-V/def2-TZVPD

Calculated values
Net charge ... +1
LUMO level ... -0.15962 Eh
Multiplicity ... 1
Gap between HOMO and LUMO ... 9.00 eV
HOMO energy ... -13.35 eV

Geometry as XYZ:
```
19
C4H11IN3 | OMol25 | ωB97M-V/def2-TZVPD
C 0.69198 1.36068 0.29524
C 0.78485 -0.07793 1.12174
C 0.43779 0.99623 -1.06966
C -1.55719 -1.13392 -1.49695
N -0.24352 -0.91848 0.58606
N 0.60318 -0.02223 2.57450
N -0.34810 -0.93655 -0.73112
I 2.05307 0.77601 -2.47641
H -0.29970 1.90154 0.57178
H 1.57000 1.89700 0.50039
H 1.76155 -0.42626 0.99825
H -0.38832 1.33275 -1.62002
H -1.41765 -0.55869 -2.41126
H -1.78863 -2.13906 -1.78683
H -2.30236 -0.66406 -0.90703
H -0.97399 -0.73309 1.18791
H 1.28846 0.33451 3.12897
H -0.19762 0.56455 2.77995
H 0.32619 -1.55299 -1.24551
```

Löwdin analysis output, partial charges in e:
1 C -0.175
2 C -0.314
3 C -0.555
4 C -0.003
5 N 0.018
6 N 0.104
7 N -0.114
8 I 0.890
9 H 0.160
10 H 0.099
11 H 0.130
12 H 0.026
13 H 0.101
14 H 0.104
15 H 0.096
16 H 0.125
17 H 0.053
18 H 0.093
19 H 0.164

---

<x>
Formula: C4H11IN3
Source: OMol25
Level of theory: ωB97M-V/def2-TZVPD

Calculated values
Net charge ... +1
LUMO level ... -0.13363 Eh
Multiplicity ... 1
Gap between HOMO and LUMO ... 9.93 eV
HOMO energy ... -13.56 eV

Geometry as XYZ:
```
19
C4H11IN3 | OMol25 | ωB97M-V/def2-TZVPD
C 0.44964 -1.27665 0.52412
C -0.68580 -1.04507 -0.56282
C 1.50106 -0.31045 0.34073
C 0.33324 2.29464 0.36408
N -0.95338 0.45193 -0.46019
N -1.86057 -1.86973 -0.37947
N 0.32083 1.02965 -0.30651
I 3.05621 -0.41214 -1.14331
H 0.03912 -1.01459 1.50781
H 0.77550 -2.34045 0.62217
H -0.18366 -1.35897 -1.53490
H 1.81583 -0.00662 1.30086
H -0.36165 2.93725 -0.20540
H -0.06085 2.33742 1.38871
H 1.23603 2.87921 0.09554
H -1.44448 0.47158 0.41468
H -2.37746 -1.74987 0.41384
H -2.25766 -2.23363 -1.17294
H 0.65806 1.21648 -1.20698
```

Löwdin analysis output, partial charges in e:
1 C -0.220
2 C -0.330
3 C -0.566
4 C -0.031
5 N 0.071
6 N 0.116
7 N -0.158
8 I 0.923
9 H 0.127
10 H 0.156
11 H 0.162
12 H 0.063
13 H 0.114
14 H 0.118
15 H 0.123
16 H 0.122
17 H 0.056
18 H 0.062
19 H 0.091

---

<y>
Formula: C4H11IN3
Source: OMol25
Level of theory: ωB97M-V/def2-TZVPD

Calculated values
Net charge ... +1
SMILES ... C[C@]1(I)NCNC[NH2+]1
LUMO level ... -0.14704 Eh
Multiplicity ... 1
Gap between HOMO and LUMO ... 9.14 eV
HOMO energy ... -13.14 eV

Geometry as XYZ:
```
19
C4H11IN3 | OMol25 | ωB97M-V/def2-TZVPD
C 1.70813 0.21057 -1.19098
C 0.67669 0.76769 -0.18386
I 1.13251 2.95255 -0.20862
N 0.62922 0.26071 1.12105
C -0.32865 -0.73762 1.62783
N -1.52434 -0.83193 0.81425
C -1.26328 -0.69670 -0.52041
N -0.72425 0.67431 -0.73598
H 1.34360 0.53177 -2.22130
H 2.00603 -0.81625 -1.03186
H 2.75192 0.68514 -1.10533
H 1.06217 0.82318 1.89475
H -0.64606 -0.49434 2.67660
H 0.08731 -1.77913 1.61044
H -2.13674 -1.50194 1.33355
H -0.50227 -1.35237 -1.01366
H -2.25445 -0.99119 -1.03770
H -0.70096 1.00382 -1.74520
H -1.31658 1.29174 -0.08357
```

Löwdin analysis output, partial charges in e:
1 C -0.133
2 C -0.865
3 I 0.910
4 N -0.028
5 C -0.193
6 N -0.060
7 C -0.226
8 N 0.034
9 H 0.099
10 H 0.078
11 H 0.091
12 H 0.140
13 H 0.147
14 H 0.133
15 H 0.176
16 H 0.145
17 H 0.181
18 H 0.186
19 H 0.187

---

Going by the computed energies, the most stable comes first: <y>, <x>, <w>.

---

<w>
Formula: C5H10O2
Source: OMol25
Level of theory: ωB97M-V/def2-TZVPD

Calculated values
Net charge ... 0
SMILES ... CC(=O)[C@H]1CCO1.[H][H]
LUMO level ... 0.03343 Eh
Multiplicity ... 1
Gap between HOMO and LUMO ... 10.35 eV
HOMO energy ... -9.44 eV

Geometry as XYZ:
```
17
C5H10O2 | OMol25 | ωB97M-V/def2-TZVPD
C -1.76394 -0.41420 1.47190
C -1.20563 0.15626 0.19493
O -1.71999 1.07832 -0.40430
C 0.06546 -0.47644 -0.35190
C 1.27691 0.46051 -0.48122
C 1.91082 -0.46996 0.56362
O 0.74597 -1.31622 0.58983
H -2.71914 0.06227 1.69850
H -1.88406 -1.49921 1.38324
H -1.05459 -0.25022 2.28998
H -0.19842 -1.02256 -1.26866
H 1.75368 0.45585 -1.46294
H 1.09381 1.49158 -0.17110
H 2.10489 -0.02006 1.54491
H 2.79985 -1.02040 0.23732
H -0.42859 1.39676 -3.24698
H -0.77701 1.38772 -2.58714
```

Löwdin analysis output, partial charges in e:
1 C 0.002
2 C -0.397
3 O 0.052
4 C -0.276
5 C -0.082
6 C -0.156
7 O -0.095
8 H 0.087
9 H 0.094
10 H 0.093
11 H 0.158
12 H 0.106
13 H 0.116
14 H 0.117
15 H 0.115
16 H 0.044
17 H 0.021

---

<x>
Formula: C5H10O2
Source: OMol25
Level of theory: ωB97M-V/def2-TZVPD

Calculated values
Net charge ... 0
SMILES ... C[C@@H]1[C@H](O)C[C@@H]1O
LUMO level ... 0.02614 Eh
Multiplicity ... 1
Gap between HOMO and LUMO ... 10.37 eV
HOMO energy ... -9.66 eV

Geometry as XYZ:
```
17
C5H10O2 | OMol25 | ωB97M-V/def2-TZVPD
C 1.25470 -0.99363 -1.12284
C 0.69907 -0.29609 0.10421
C -0.67984 -0.52610 0.80479
O -1.79376 -0.68871 -0.06572
C -0.63075 0.96246 1.19516
C 0.30628 1.19602 -0.01093
O -0.35387 1.52336 -1.21130
H 1.68434 -1.97248 -0.88471
H 2.06823 -0.37000 -1.51345
H 0.52588 -1.11308 -1.92767
H 1.43589 -0.37838 0.91435
H -0.71374 -1.26910 1.61132
H -2.05166 -1.61255 -0.09073
H -0.10125 1.11443 2.13966
H -1.58999 1.48683 1.21358
H 1.11083 1.92943 0.09537
H -1.17036 1.00760 -1.25106
```

Löwdin analysis output, partial charges in e:
1 C -0.053
2 C -0.267
3 C -0.309
4 O -0.028
5 C -0.067
6 C -0.337
7 O -0.018
8 H 0.073
9 H 0.084
10 H 0.076
11 H 0.143
12 H 0.142
13 H 0.097
14 H 0.117
15 H 0.122
16 H 0.144
17 H 0.082

---

<y>
Formula: C5H10O2
Source: OMol25
Level of theory: ωB97M-V/def2-TZVPD

Calculated values
Net charge ... 0
SMILES ... C/C=C\OC.C=O
LUMO level ... 0.03518 Eh
Multiplicity ... 1
Gap between HOMO and LUMO ... 9.74 eV
HOMO energy ... -8.78 eV

Geometry as XYZ:
```
17
C5H10O2 | OMol25 | ωB97M-V/def2-TZVPD
C 0.51681 -1.25425 1.71629
C 0.62693 0.18298 1.34337
C 0.74632 0.59419 0.07533
O 0.88201 -0.28405 -0.95636
C 0.64598 0.26560 -2.23927
H 1.14870 -1.57578 2.55014
H -0.49889 -1.54371 2.01423
H 0.77099 -1.90321 0.87738
H 0.63783 0.92585 2.13535
H 0.88288 1.64636 -0.17535
H -0.41019 0.52703 -2.37044
H 1.25546 1.16220 -2.40805
H 0.92422 -0.49542 -2.97033
C -1.94854 0.45586 0.11880
O -2.26621 1.53919 -0.30217
H -2.21725 0.14951 1.13967
H -1.69706 -0.39237 -0.54859
```

Löwdin analysis output, partial charges in e:
1 C -0.099
2 C -0.158
3 C -0.222
4 O -0.149
5 C -0.082
6 H 0.075
7 H 0.071
8 H 0.074
9 H 0.108
10 H 0.132
11 H 0.085
12 H 0.093
13 H 0.093
14 C -0.186
15 O -0.012
16 H 0.084
17 H 0.094

---

<z>
Formula: C5H10O2
Source: OMol25
Level of theory: ωB97M-V/def2-TZVPD

Calculated values
Net charge ... 0
LUMO level ... 0.00290 Eh
Multiplicity ... 1
Gap between HOMO and LUMO ... 9.22 eV
HOMO energy ... -9.14 eV

Geometry as XYZ:
```
17
C5H10O2 | OMol25 | ωB97M-V/def2-TZVPD
C 2.12786 0.09206 -0.09748
O 1.05101 0.02072 0.82518
C -0.24582 -0.01907 0.28813
C -0.54818 0.83361 -0.85606
C -1.22172 -0.02122 1.38388
C -0.53976 -1.57328 -0.15543
O -1.40542 -2.02002 -0.85894
H 2.04481 -0.65956 -0.89444
H 3.03448 -0.10394 0.47922
H 2.21050 1.08425 -0.55577
H 0.22701 1.01354 -1.59789
H -1.00574 2.03635 0.21323
H -1.52534 0.66620 -1.30378
H -1.31054 1.64332 1.28014
H -2.25712 -0.18203 1.09110
H -0.91431 -0.53558 2.30034
H 0.26827 -2.17831 0.26854
```

Löwdin analysis output, partial charges in e:
1 C -0.088
2 O -0.142
3 C -0.723
4 C 0.017
5 C 0.015
6 C -0.177
7 O 0.069
8 H 0.096
9 H 0.095
10 H 0.089
11 H 0.069
12 H 0.148
13 H 0.079
14 H 0.149
15 H 0.082
16 H 0.092
17 H 0.131

---

Going by the computed energies, the most stable comes first: <x>, <w>, <y>, <z>.